No. 1
This record from the Open Molecules 2025 dataset describes C45H82IN2O14PS as an isolated structure. The level of theory is ωB97M-V with the def2-TZVPD basis set.

The geometry in XYZ format:
```
146
Properties=species:S:1:pos:R:3:forces:R:3
H -8.329294 2.830240 3.023156 -0.016 -0.026 0.166
C 6.850508 1.703045 -6.044792 0.091 -0.056 0.210
C -8.841264 6.445452 6.944995 0.007 0.016 0.027
C 6.015656 -0.408829 -7.255564 0.039 -0.191 0.134
H -1.962607 11.682021 -0.526768 0.035 0.024 -0.142
H 14.169651 -5.818280 -7.825163 -0.096 0.013 -0.113
H -7.882552 3.106787 -0.545156 0.012 0.002 0.004
C 1.029855 -5.724583 -0.330287 -0.239 0.148 -0.026
C -1.756451 6.212946 1.542633 0.328 -0.179 0.341
H -8.724526 6.821897 4.840781 0.001 0.024 -0.018
N -4.480601 -0.819809 -0.405787 0.203 0.125 0.012
H -1.257650 7.083870 1.955514 0.007 0.027 -0.013
C -1.626692 3.649884 1.524157 0.334 -0.145 0.165
H -1.043379 2.822352 1.924916 -0.028 0.004 0.048
O 4.902735 -4.341783 -2.854571 -0.014 -0.009 0.032
H -2.858060 10.907781 -1.854753 0.113 0.092 -0.026
C -0.608799 9.283246 -1.232404 -0.032 -0.202 0.129
H 7.461171 2.012840 -6.894268 -0.120 0.045 -0.076
H -8.840002 6.257312 9.070176 -0.006 -0.006 -0.012
C 9.629086 -6.443753 -3.420459 -0.012 -0.074 -0.007
H -6.022948 6.292510 -1.518551 -0.135 0.051 -0.024
H -2.729546 0.777228 5.008417 -0.011 0.007 -0.006
O -0.087694 5.003361 2.734196 -0.004 0.002 0.006
O 8.933865 -6.254634 -4.393976 0.095 0.014 -0.005
H 5.199612 -1.402134 -3.718462 0.052 0.026 -0.159
C 6.683458 0.203013 -6.047527 0.000 0.019 -0.011
H 10.354688 -8.302038 -4.167068 0.010 0.011 -0.011
O -1.010449 -9.586939 -0.260070 0.025 -0.063 -0.043
C 0.175487 0.291043 3.903829 0.133 0.050 0.192
C -2.458853 0.261329 -0.568845 0.631 0.859 -0.047
H 12.181464 -4.304308 -6.868098 -0.033 -0.036 -0.143
H 11.016030 -5.597798 -7.238395 0.040 0.076 -0.086
H -7.367212 6.987687 8.403081 0.000 0.151 -0.020
H -0.210203 8.315673 -0.935684 -0.006 0.004 0.011
H 0.659495 -1.568580 4.849308 0.103 0.056 0.080
H 14.362801 -7.425315 -7.098990 -0.006 0.002 0.012
H -4.630013 -0.181101 8.180116 -0.110 0.086 -0.055
C 0.249240 -7.283920 1.550077 -0.124 0.096 0.168
O -1.114239 -5.536611 0.696016 0.050 0.051 -0.140
H -0.514825 -3.065207 -0.565103 0.207 -0.034 0.001
C -1.056863 4.959226 2.008139 -0.072 -0.009 0.015
H 10.188048 -8.244188 -2.401977 0.086 0.073 0.075
H 11.530898 -7.389455 -3.208352 0.008 -0.037 0.098
C -6.562408 4.734598 -0.151351 -0.003 0.056 0.020
H -8.800697 8.282144 5.839952 0.127 0.057 0.045
H 4.424525 -2.260903 -5.073346 0.129 0.121 -0.024
H 9.031456 -4.610119 -2.498480 -0.006 0.001 0.003
C 0.333215 1.242611 5.054398 -0.074 0.117 -0.207
H -2.487157 -8.416307 -2.696101 -0.143 -0.049 -0.018
O -2.363627 8.732943 0.271841 -0.090 0.188 -0.110
C 9.685393 -5.451669 -2.283505 -0.151 0.127 -0.170
H -4.105919 1.706423 5.629962 -0.128 -0.070 0.008
C -8.385607 7.275964 5.768659 -0.131 -0.229 -0.078
C -1.907783 9.537965 -0.505410 0.000 0.013 0.003
H 0.915176 0.214865 1.186826 -0.065 0.308 0.142
O -5.897108 4.082691 0.622574 0.079 -0.069 -0.042
C -3.956259 0.671661 8.274656 0.220 -0.009 0.128
H -0.277914 2.125909 4.880245 0.022 0.015 -0.006
C 11.726340 -5.225194 -6.499252 0.018 -0.029 0.244
H -11.037833 5.505309 3.248799 0.006 -0.013 -0.032
I 2.245625 0.299560 -2.534875 -0.319 0.454 -0.045
C -10.345415 4.743297 3.602761 -0.097 0.268 -0.167
H 9.358309 -5.926583 -1.357564 0.134 -0.014 0.047
H -7.296417 7.337245 5.754671 -0.002 0.137 0.052
C -2.415479 -2.179955 -0.518701 0.169 -0.326 -0.021
P 1.446161 -0.943224 -0.566899 0.499 -0.830 0.700
C -0.375899 -0.887505 -0.604117 0.419 0.631 -0.383
H -8.871904 7.932589 8.487773 0.133 0.067 -0.026
O 7.064831 -0.477964 -5.125428 0.074 0.020 0.000
C 6.715581 -3.746697 -4.272484 -0.082 -0.196 0.276
C 12.794072 -6.259635 -6.241044 -0.050 0.032 -0.017
C -2.460853 -10.998599 -1.505086 0.177 -0.076 0.162
H 7.340878 2.010490 -5.124213 -0.003 -0.015 0.005
H -2.917786 -3.133994 -0.484586 -0.129 -0.044 0.068
H -8.653809 4.704849 -0.587456 0.020 0.085 -0.099
C -7.975221 3.849676 3.185135 0.162 0.215 -0.176
H 0.006597 0.761466 5.973897 0.112 0.003 0.079
H 6.612391 -3.785842 -5.357930 0.074 0.157 -0.022
H 1.934931 -5.439023 0.207072 0.074 -0.120 -0.045
C 13.638176 -6.680460 -7.419728 0.098 -0.148 0.176
O -9.486242 5.431237 6.801130 0.058 0.034 -0.018
H -7.075176 6.807878 -0.173728 -0.057 -0.016 -0.116
H -1.731927 6.274928 0.456978 -0.168 -0.027 -0.038
C -2.608076 10.844190 -0.794606 -0.146 -0.098 0.159
C -6.233681 6.172860 -0.454232 0.183 -0.020 0.161
H -1.588439 3.606298 0.434393 -0.245 0.054 -0.015
H 0.438453 -8.172033 0.950181 0.110 -0.014 0.032
H 5.958999 -1.487867 -7.130124 0.012 0.002 0.009
H -4.540218 1.593201 8.270800 -0.119 -0.070 -0.063
H 0.117638 10.057648 -0.982101 -0.018 0.067 -0.128
H 0.697666 -4.881034 -0.930320 0.018 -0.002 -0.024
H -0.604856 -7.471311 2.196817 -0.012 -0.008 -0.019
C 10.482534 -7.676396 -3.286837 -0.110 -0.092 -0.132
H 6.591845 -0.185520 -8.154713 -0.096 0.104 -0.043
H 11.191558 -5.012905 -5.576965 -0.026 -0.016 -0.015
H -7.611675 4.176187 -1.934535 -0.083 0.110 -0.010
H -10.798758 3.760334 3.464545 0.065 -0.052 0.139
O 12.966866 -6.732674 -5.141653 0.039 0.015 0.028
H -7.108938 4.029958 2.554642 0.018 -0.074 0.029
H -2.111900 -7.541105 -1.197766 -0.020 -0.002 0.020
H 5.006092 -0.009881 -7.366742 0.041 0.086 -0.105
C 0.953166 -1.000861 3.965442 -0.123 -0.012 -0.263
H -0.503016 1.232681 -0.641675 -0.129 0.200 -0.037
C -1.926304 -9.663991 -1.045604 -0.042 0.052 -0.023
O 1.734070 0.091291 0.681487 -0.204 -0.156 -0.298
C -3.145161 -0.969577 -0.498442 -0.105 -0.404 0.028
C 5.366563 -3.537178 -3.631382 0.028 0.036 -0.065
H 2.022704 -0.790660 4.010713 0.000 -0.024 0.128
H -3.514113 -11.091588 -1.236435 -0.043 0.030 -0.140
H -2.661948 3.545197 1.853463 -0.070 0.039 -0.211
H 1.256680 -6.560504 -0.993439 0.128 -0.038 0.079
O -0.551375 0.546657 2.965764 0.041 -0.077 -0.332
C -8.453710 6.939659 8.316674 -0.125 -0.205 0.063
H -3.523435 10.900725 -0.210168 0.004 -0.014 0.005
C -9.058987 4.833422 2.827273 -0.037 -0.061 -0.020
H 7.383386 -2.926196 -4.006370 -0.048 0.112 -0.198
H 5.875035 2.187912 -6.107214 0.019 0.029 -0.139
H -2.794366 6.205141 1.878967 -0.063 -0.018 -0.177
C -3.538795 0.780304 5.736307 0.272 -0.020 -0.024
N -3.254055 1.349672 -0.561222 -0.380 -0.524 0.232
S -4.730203 0.754950 -0.411763 -0.437 0.414 -0.126
H 1.376988 1.548512 5.147326 0.021 -0.098 0.057
C 4.616696 -2.278478 -3.998597 -0.176 -0.269 0.210
H -5.356389 6.473459 0.114982 0.004 -0.010 -0.004
H 7.142800 -4.683392 -3.928958 -0.025 -0.049 -0.063
H 10.706454 -5.086847 -2.160360 0.028 -0.099 0.109
C -1.051894 -2.130288 -0.576270 -0.774 -0.134 0.077
H -4.196015 -0.067984 5.538873 -0.122 0.083 0.017
H 3.668519 -2.258329 -3.469680 -0.011 -0.047 0.000
H -2.356202 -11.089970 -2.587138 -0.144 0.031 -0.022
C -0.052263 -6.120955 0.645035 -0.015 -0.016 0.057
O -1.778749 0.609739 7.324907 -0.075 -0.072 0.138
H -3.418240 0.596343 9.216801 0.011 0.000 -0.010
H 1.121937 -7.062947 2.168187 0.080 -0.042 -0.098
C -2.970679 0.679822 7.131794 -0.027 0.015 -0.083
H -10.145902 4.908541 4.663612 -0.045 -0.215 0.027
C -1.049497 0.301501 -0.612704 0.151 -0.346 -0.029
H -3.644982 -8.418741 -1.345126 -0.040 -0.038 -0.132
O -8.895933 5.662017 1.955955 0.027 0.024 -0.024
C -2.586635 -8.429538 -1.609483 0.202 0.096 0.141
H -1.900447 -11.797812 -1.025643 0.007 0.011 0.005
H -7.691249 3.974884 4.232181 -0.140 -0.138 0.056
H 0.745755 -1.596001 3.077497 0.002 -0.005 0.014
H -0.777365 9.283205 -2.310379 0.058 0.136 -0.014
C -7.757603 4.143231 -0.853335 0.049 -0.204 0.097
H 13.005445 -7.111093 -8.197133 0.004 0.125 -0.080
```
Positions in Å, forces in eV/Å.

- E (Ha) = -3963.9848

***

No. 2
This record from the Open Molecules 2025 dataset describes a 5-piece molecular cluster, C45H86N4O14 overall. The level of theory is ωB97M-V with the def2-TZVPD basis set.

The geometry in XYZ format:
```
149
Properties=species:S:1:pos:R:3:forces:R:3
N -0.154378 -0.863083 1.550739 0.360 -0.095 -0.059
C 0.175067 -0.669478 -2.116237 0.277 0.658 0.390
O -2.596727 0.112946 11.531687 0.050 -0.077 0.036
H 1.466797 5.401250 -0.798938 -0.046 -0.201 -0.377
O 3.349418 2.075906 -3.623348 -0.422 0.146 -0.094
O 1.113009 2.958701 -0.223567 0.075 -0.025 -0.435
C 2.384902 0.978064 -11.262301 0.062 -0.009 -0.020
C -0.014427 -1.560449 0.325604 -0.025 0.541 -0.659
C -2.814335 -0.438459 -4.901406 0.630 0.480 0.265
H 0.298759 -8.988156 0.117883 -0.010 0.010 -0.003
C 1.132464 5.622507 1.284619 -0.344 0.010 -0.562
H -4.815994 0.184695 -1.138557 -0.200 -0.038 -0.055
H 6.108343 4.273616 -5.285439 0.110 0.045 0.206
H -3.003766 -0.474217 6.604369 0.011 -0.003 -0.048
H 0.149974 1.121937 13.175830 -0.017 0.032 -0.024
C 1.194093 2.902810 -3.087486 0.414 -0.324 0.221
C 3.053020 0.841445 -8.992201 0.188 -0.156 -0.069
C 5.959576 3.403868 -5.913217 -0.160 -0.190 -0.508
H -2.477872 1.159050 -6.298083 -0.077 0.056 -0.113
C -1.868566 0.431884 -5.761388 -0.499 0.430 0.191
H -1.339033 6.228332 0.112716 -0.049 -0.040 0.197
C 0.980050 -9.218480 -0.704620 0.025 -0.017 -0.031
H 1.067114 6.689681 1.475830 0.274 0.190 -0.002
H -0.017612 0.845633 11.434570 -0.021 -0.005 -0.031
H -1.207956 -2.828010 3.188867 0.091 0.029 0.135
H -0.660336 3.756249 -0.987305 0.081 -0.105 -0.269
H -2.428977 -5.097891 2.597275 -0.104 0.065 0.305
C -2.147785 -2.958281 2.654877 0.127 0.034 0.177
C -0.457082 6.338771 -0.520649 0.103 -0.273 -0.418
C 0.671458 -2.131956 7.000011 0.113 0.066 0.208
H -3.842706 -0.206953 -5.154322 -0.195 -0.106 -0.108
H 0.430575 0.007118 7.005550 -0.002 -0.013 0.045
H 2.155294 5.284797 1.399302 0.115 -0.087 0.214
H 2.959749 4.089054 -3.427212 0.037 0.221 0.156
H -3.688251 -1.013649 -1.308010 -0.089 -0.130 -0.019
C 0.244060 -0.840844 6.340135 -0.015 -0.036 -0.312
C -0.372619 0.527261 12.419691 0.104 -0.081 0.221
H 4.041443 0.680658 -8.548609 -0.015 0.023 0.021
H -1.875111 8.224393 -1.373796 -0.044 0.094 0.128
H -3.587551 -5.217530 0.647874 -0.286 0.039 -0.059
H -2.958294 7.090484 -2.209532 -0.160 0.068 0.211
H 2.238785 0.327548 -12.122838 0.042 -0.019 0.008
N -4.205668 1.515213 -3.058620 -0.001 -0.023 -0.162
H -1.777285 -0.454326 7.885474 0.014 0.003 0.006
H -0.521682 3.729327 0.754764 -0.116 -0.047 0.142
H -1.716612 -3.036149 7.267963 0.002 0.002 -0.008
O -1.121218 -0.875844 5.949544 -0.053 -0.025 0.085
C 0.230948 -0.548667 -0.739208 0.095 0.171 -0.364
H 0.158980 -2.628246 11.715578 0.027 0.014 0.067
H -0.780609 -0.253666 -9.730931 -0.013 0.031 0.041
H -2.486431 -1.127716 -3.014799 0.264 0.069 -0.013
C -1.083660 -3.251535 8.131781 0.044 -0.016 0.062
H -3.658517 1.932560 -3.807432 -0.076 0.078 -0.011
C 2.686804 3.159827 -2.925847 -0.245 -0.377 -0.267
C -0.840824 1.216958 -4.967832 0.864 0.033 -0.355
H 3.835639 3.215217 -5.815743 -0.221 -0.116 -0.037
H 0.915029 -7.662985 2.675217 -0.033 0.028 0.001
H 1.918392 -6.215679 2.451180 0.057 -0.025 -0.013
H 1.410742 1.326771 -10.912269 0.000 0.010 0.009
H -2.255251 -4.513111 -0.202948 0.043 0.207 -0.243
C -1.858679 0.780479 12.543901 -0.089 0.127 -0.189
C 0.785968 1.695028 -2.273613 -0.244 -0.206 0.102
C 0.465824 0.426743 1.344710 -0.353 -0.572 -0.288
H -2.027380 0.117627 1.617645 -0.035 0.044 -0.213
O -0.012096 -2.741716 0.161384 -0.330 -0.772 0.185
H -1.291023 1.773520 -4.152546 -0.257 0.005 0.106
H 0.579507 7.620077 -2.871532 0.181 0.098 0.100
H -0.087732 -1.615785 -2.564546 0.059 -0.076 -0.121
H 2.896470 1.921171 -9.083624 -0.043 0.011 0.013
C 0.241544 6.589174 -2.950280 -0.237 -0.223 0.021
H 1.703775 -9.957699 -0.364557 0.032 0.011 -0.038
H 0.625049 3.790296 -2.832580 -0.067 0.126 0.190
H -0.158599 -7.221498 -1.478871 -0.023 -0.003 0.031
H -0.632465 -1.386038 10.728975 0.025 0.024 -0.022
O 3.062172 0.228102 -10.269253 -0.133 0.019 0.011
C -1.946886 7.485798 -2.166621 0.088 -0.394 -0.229
C -0.911238 6.345565 -1.980527 -0.331 0.895 -0.057
C -3.194106 -1.092801 11.970903 -0.028 0.036 -0.023
H -1.879082 0.893466 6.722247 0.013 0.004 0.051
H -0.192940 -1.388168 -8.498331 0.032 -0.040 -0.029
H -2.489864 -1.713153 12.529692 0.001 0.002 0.011
H -2.947694 -2.885488 3.392897 -0.211 -0.004 -0.047
C 0.107365 -0.613989 -9.213941 -0.040 0.016 0.021
H -2.633751 -1.488944 -5.102783 -0.051 -0.176 0.005
H 2.094517 0.700907 -7.092169 0.058 -0.035 0.004
O 1.699487 -8.075382 -1.125695 -0.078 -0.003 0.096
C 0.605885 5.309993 -0.142982 -0.110 0.355 1.224
C -3.733465 0.364148 -2.785678 0.053 0.574 -0.102
H -1.372313 -0.150432 -6.533214 0.106 -0.188 -0.030
C 0.967405 -5.974980 -0.135990 -0.276 0.073 0.067
C 0.156871 -1.569649 11.459903 0.053 -0.009 -0.012
O -0.003950 -2.340888 8.230967 -0.100 -0.024 -0.049
H -1.523494 -0.599256 3.145683 0.230 0.023 0.121
O 0.690313 0.488468 -8.542259 0.035 -0.063 -0.066
O -2.293990 -1.865160 1.730017 0.037 -0.070 -0.016
C -1.980221 -0.190161 6.845177 -0.020 0.017 -0.045
H -1.443813 5.433195 -2.242339 0.235 -0.355 0.042
C 0.433707 0.472705 -2.896876 0.141 -0.369 0.471
H -0.111013 6.445295 -3.968815 0.039 -0.021 -0.180
H -1.080063 -4.504914 1.690528 0.118 -0.087 -0.024
O -0.045593 -0.831760 12.653801 -0.105 -0.023 -0.073
H 2.980045 3.162374 -1.882642 0.197 0.153 0.111
H 1.241865 -6.413852 -2.202684 -0.037 0.017 0.001
C 4.603178 2.415194 -4.038543 -0.140 -0.453 -0.335
C 0.881692 -6.928045 -1.305950 0.241 -0.024 -0.103
C 0.313325 0.337506 -4.402514 -0.754 0.518 0.793
H -3.521348 -1.639051 11.087102 -0.015 0.039 -0.020
H 5.831817 3.757295 -6.935324 0.066 0.034 -0.100
C 0.811565 1.792092 -0.864383 -0.165 -0.575 -0.065
H -1.679947 -3.155892 9.038800 0.034 0.006 0.023
H 0.377029 -5.083093 -0.359579 0.046 0.025 -0.015
H 0.042782 -0.693020 -4.605885 0.369 -0.262 -0.160
H 1.054220 2.725073 -4.142719 -0.272 -0.046 -0.269
H -0.713625 -4.280461 8.063035 -0.038 -0.010 -0.046
H 1.278195 0.584830 -4.834177 0.054 -0.103 -0.318
C 2.008990 0.236079 -8.080683 -0.174 0.220 0.146
H 2.162647 -7.646347 1.412728 0.012 0.006 -0.004
H 0.409080 -9.644786 -1.537214 -0.044 0.001 0.030
C 0.527749 0.649901 -0.116522 0.139 0.377 -0.431
H 1.079955 5.920567 -2.780902 0.178 -0.004 -0.051
C -1.544931 -0.753504 2.067148 -0.247 -0.077 0.455
H -0.419668 1.962166 -5.642708 0.053 0.070 -0.099
H -2.045160 1.852645 12.426513 0.014 -0.002 0.024
C -2.114748 -4.295980 1.936347 0.098 0.152 -0.603
H 1.742157 -2.076401 7.219115 -0.001 -0.007 -0.020
H -1.778489 8.000135 -3.108864 -0.007 0.096 -0.141
H -2.211469 0.484590 13.536569 0.017 -0.039 0.016
H 0.510722 -2.978191 6.325047 -0.037 0.011 -0.036
C 1.417102 -7.041841 1.934437 -0.048 0.051 0.028
C 0.036964 3.906983 -0.163982 0.139 -0.008 -0.171
H -4.068817 -0.883110 12.596526 0.020 -0.041 0.039
H -0.042172 7.324144 -0.312764 0.002 0.181 0.066
H 2.001894 -5.657243 0.024563 0.033 -0.034 -0.007
H 6.841131 2.774865 -5.903139 0.203 -0.009 0.226
C -2.932835 -4.350905 0.628331 0.265 -0.519 0.413
H 2.988322 1.838295 -11.571654 -0.048 0.034 0.007
O 0.430062 -6.546943 1.049559 0.094 -0.123 -0.036
N -4.333441 -0.407848 -1.799680 0.479 0.077 0.366
H 2.178774 -0.838565 -7.965258 0.024 -0.018 -0.033
H 0.496619 5.147921 2.025937 0.030 -0.176 0.183
H 0.790275 -1.048756 -9.946856 0.015 -0.006 0.007
O 5.514038 2.503264 -3.285149 0.734 0.261 0.716
H 0.838814 -0.694761 5.432939 0.010 0.025 0.016
O 0.857372 1.099806 2.239693 0.016 0.804 0.749
N -2.632576 -0.218083 -3.436218 -0.765 -1.099 -0.127
H 4.647951 1.680328 -6.033137 -0.100 -0.194 0.001
H -3.507256 -3.450862 0.456264 -0.163 0.109 -0.064
H 1.122942 -1.316650 11.011879 -0.033 0.000 -0.075
C 4.709450 2.635068 -5.516451 -0.030 0.593 -0.109
```
Positions in Å, forces in eV/Å.

- E (Ha) = -3038.4407